1.
C22H20BCaN6PSSe2 | ωB97M-V with the def2-TZVPD basis set

Computed properties:
Net charge: -1
Energy relative to the best compared isomer or geometry (same formula, charge and spin), eV: 0.850
E_LUMO (alpha / beta), eV: 2.516 / 2.514
2S+1: 2
Maximum force, eV/A: 1.292

```
54
C22H20BCaN6PSSe2 ωB97M-V with the def2-TZVPD basis set
Ca 0.36 0.13 -1.14
C 4.42 -0.79 -2.60
C 3.42 -1.16 -1.69
N 2.22 -0.76 -2.10
N 2.43 -0.12 -3.29
C 3.73 -0.14 -3.60
B 1.25 0.44 -4.16
N 0.66 1.78 -3.62
C 0.82 3.01 -4.14
C 0.07 3.90 -3.41
C -0.54 3.11 -2.43
N -0.18 1.84 -2.55
N 0.11 -0.62 -4.17
C -0.41 -1.28 -5.21
C -1.40 -2.12 -4.75
C -1.42 -1.90 -3.37
N -0.51 -1.00 -3.02
H 5.48 -0.95 -2.52
H 3.51 -1.67 -0.74
H 4.08 0.34 -4.50
H 1.66 0.62 -5.28
H 1.47 3.16 -4.99
H 0.00 4.97 -3.55
H -1.18 3.41 -1.62
H -0.03 -1.11 -6.21
H -2.02 -2.79 -5.33
H -2.05 -2.35 -2.61
Se 0.83 1.01 1.44
P -0.75 -0.34 2.05
Se -1.67 -1.47 0.44
C -2.06 0.58 2.98
C -3.40 0.26 2.85
C -4.37 0.95 3.57
C -3.99 1.97 4.43
C -2.65 2.30 4.56
C -1.69 1.61 3.83
C -0.13 -1.51 3.34
C -0.55 -2.83 3.38
C -0.08 -3.68 4.38
C 0.81 -3.22 5.34
C 1.23 -1.90 5.29
C 0.77 -1.05 4.30
H -3.69 -0.53 2.16
H -5.41 0.70 3.45
H -4.74 2.51 4.99
H -2.35 3.10 5.22
H -0.64 1.89 3.90
H -1.23 -3.19 2.62
H -0.40 -4.72 4.40
H 1.18 -3.88 6.11
H 1.94 -1.53 6.03
H 1.13 -0.03 4.24
S 3.54 2.98 -1.70
C 2.42 2.06 -1.04
```

Löwdin atomic charge list, values in e, 5 entries: 0.842 -0.073 -0.156 -0.106 -0.047

=====

2.
C22H20BeBrN | ωB97M-V with the def2-TZVPD basis set

Computed properties:
Net charge: -2
E_LUMO, eV: 3.849
2S+1: 1
Maximum force, eV/A: 4.502

```
45
C22H20BeBrN ωB97M-V with the def2-TZVPD basis set
C 1.63 -1.16 -0.80
C 2.02 0.04 -1.44
C 2.52 0.91 -0.44
H 1.93 0.21 -2.51
C 2.49 0.23 0.82
C 1.93 -1.06 0.59
H 1.81 -1.83 1.33
H 1.28 -2.01 -1.35
H 2.93 1.89 -0.60
H 2.87 0.61 1.75
Be -1.77 -2.87 -0.02
Br -2.62 -0.81 -0.15
C -3.07 -3.84 0.79
C -1.79 -3.85 1.41
C -0.85 -4.38 0.45
H -1.51 -3.49 2.38
C -1.52 -4.43 -0.82
C -2.92 -4.22 -0.58
H -3.73 -4.19 -1.31
H -3.99 -3.43 1.22
H 0.10 -4.82 0.70
H -1.03 -4.66 -1.77
C -0.99 3.74 2.69
C -0.85 2.35 2.83
C -0.93 1.54 1.70
C -1.11 2.16 0.43
C -1.69 3.46 0.41
C -1.53 4.28 1.53
N -0.74 1.53 -0.68
C -0.75 1.91 -1.98
C -1.31 1.05 -2.96
C -1.39 1.43 -4.29
C -0.77 2.61 -4.73
C -0.12 3.42 -3.80
C -0.11 3.09 -2.45
H -0.78 4.38 3.55
H -0.69 1.89 3.81
H -0.82 0.46 1.75
H -2.18 3.78 -0.51
H -1.82 5.33 1.49
H -1.75 0.12 -2.60
H -1.97 0.83 -4.98
H -0.84 2.91 -5.76
H 0.32 4.36 -4.13
H 0.40 3.71 -1.72
```

Löwdin atomic charge list, values in e, 5 entries: -0.239 -0.222 -0.211 0.059 -0.218

=====

3.
C22H20BrCl3GeN4O2PtS | ωB97M-V with the def2-TZVPD basis set

Computed properties:
Net charge: +2
Energy relative to the best compared isomer or geometry (same formula, charge and spin), eV: 0.000
E_LUMO, eV: -6.656
2S+1: 1
Maximum force, eV/A: 0.629

```
55
C22H20BrCl3GeN4O2PtS ωB97M-V with the def2-TZVPD basis set
Pt -0.43 0.83 0.55
N 0.03 0.99 3.45
N -0.52 -0.20 3.91
C -1.30 -0.99 3.17
N -1.83 -2.05 3.77
S -1.72 -0.79 1.53
H 1.04 0.91 3.43
H -0.25 1.75 4.05
H -0.33 -0.48 4.87
H -1.73 -2.22 4.76
H -2.38 -2.71 3.24
Cl -4.26 3.85 -1.68
C -4.25 3.25 -0.02
Cl -5.59 2.14 0.26
Cl -4.26 4.58 1.14
C -3.00 2.49 0.18
N -2.04 1.91 0.33
Ge 0.81 -0.01 -2.51
C 0.49 1.87 -2.08
C 0.89 2.31 -0.79
C 0.51 3.58 -0.33
C -0.27 4.41 -1.12
C -0.63 3.98 -2.39
C -0.26 2.73 -2.87
C -0.84 -0.98 -2.26
C -2.06 -0.30 -2.13
C -3.25 -1.01 -2.08
C -3.24 -2.39 -2.14
C -2.04 -3.08 -2.28
C -0.85 -2.37 -2.35
H 1.58 -0.61 -3.67
H 1.75 1.85 -0.30
H 0.87 3.92 0.63
H -0.55 5.39 -0.77
H -1.20 4.64 -3.04
H -0.58 2.43 -3.86
H -2.08 0.78 -2.11
H -4.19 -0.47 -2.00
H -4.18 -2.94 -2.10
H -2.04 -4.16 -2.35
H 0.08 -2.92 -2.48
Br 6.68 -4.31 1.82
C 5.26 -3.22 1.28
C 4.28 -2.85 2.20
C 3.24 -2.05 1.80
C 3.16 -1.60 0.48
C 4.15 -1.97 -0.44
C 5.20 -2.78 -0.04
C 2.06 -0.74 0.06
O 2.03 -0.35 -1.16
O 1.19 -0.37 0.91
H 4.35 -3.21 3.22
H 2.47 -1.76 2.51
H 4.09 -1.62 -1.46
H 5.96 -3.07 -0.74
```

Löwdin atomic charge list, values in e, 5 entries: 0.887 0.033 -0.052 -0.743 0.126

=====

4.
C22H20Cl2N6RuS | ωB97M-V with the def2-TZVPD basis set

Computed properties:
Net charge: +1
Energy relative to the best compared isomer or geometry (same formula, charge and spin), eV: 0.000
E_LUMO (alpha / beta), eV: -3.685 / -4.702
2S+1: 2
Maximum force, eV/A: 0.480

```
52
C22H20Cl2N6RuS ωB97M-V with the def2-TZVPD basis set
Ru -1.58 -0.15 0.34
C 3.06 3.69 -3.45
C 2.33 2.66 -2.63
C 3.02 1.69 -1.92
C 2.35 0.78 -1.12
C 0.95 0.78 -1.03
N 0.28 -0.08 -0.18
C 0.92 -1.14 0.48
C 1.59 -2.18 -0.18
C 2.11 -3.24 0.53
C 1.96 -3.33 1.91
C 2.49 -4.52 2.66
C 1.29 -2.32 2.57
C 0.78 -1.23 1.88
N 0.16 -0.17 2.61
C 0.47 0.30 3.84
C -0.44 1.28 4.15
C -1.30 1.36 3.05
N -0.92 0.49 2.12
C 0.26 1.76 -1.76
C 0.95 2.69 -2.52
N -1.17 1.85 -1.74
C -1.94 2.44 -2.67
C -3.22 2.55 -2.18
C -3.16 1.99 -0.91
N -1.92 1.58 -0.63
H 3.98 3.28 -3.87
H 3.33 4.55 -2.83
H 2.44 4.06 -4.27
H 4.10 1.65 -1.97
H 2.92 0.06 -0.54
H 1.69 -2.12 -1.26
H 2.62 -4.03 -0.01
H 3.45 -4.85 2.25
H 1.80 -5.36 2.59
H 2.63 -4.30 3.72
H 1.15 -2.37 3.65
H 1.31 -0.09 4.38
H -0.49 1.86 5.06
H -2.15 1.99 2.87
H 0.40 3.47 -3.03
H -1.52 2.75 -3.61
H -4.07 2.97 -2.67
H -3.95 1.84 -0.19
S -6.19 -0.15 1.31
C -4.63 -0.35 1.13
N -3.46 -0.50 0.98
Cl -3.99 -3.56 -2.43
C -2.93 -2.86 -1.24
Cl -2.14 -1.37 -1.89
H -2.13 -3.55 -0.99
H -3.50 -2.53 -0.37
```

Löwdin atomic charge list, values in e, 5 entries: 1.131 -0.035 -0.253 -0.019 0.004